w.
Computed, not measured: one molecule with the formula C3H5BrO, with ωB97M-V/def2-TZVPD.

Atoms and positions in Å:
C  0.27  -0.23  0.41
C  -0.69  0.96  0.43
C  1.61  -0.45  -0.45
O  -1.58  1.27  -0.53
Br  3.29  -0.22  0.30
H  0.64  -0.10  1.49
H  -0.08  -1.23  0.20
H  -0.34  1.79  0.99
H  1.63  -0.06  -1.53
H  -1.92  0.53  -1.00

The value obtained for the highest occupied orbital energy (spin up / spin down) is -8.30 / -7.45 eV. Its LUMO energy (spin up / spin down) is 0.614 / -0.151 eV. As for the total charge: 0.

---

x.
Computed, not measured: a 2-piece molecular cluster, C3H5BrO overall, with ωB97M-V/def2-TZVPD.

Atoms and positions in Å:
C  0.18  1.44  0.75
C  0.73  0.28  0.08
C  -0.87  -1.44  -0.59
O  0.47  1.33  -0.67
Br  2.32  -0.67  0.09
H  -0.85  1.52  0.96
H  0.96  2.02  1.29
H  -1.64  -1.35  0.22
H  -0.06  -2.23  -0.57
H  -1.24  -0.89  -1.57

The value obtained for the highest occupied orbital energy (spin up / spin down) is -8.01 / -8.18 eV. Its LUMO energy (spin up / spin down) is 0.381 / 0.310 eV. As for the total charge: 0.

---

y.
Computed, not measured: one molecule with the formula C3H5BrO, with ωB97M-V/def2-TZVPD.

Atoms and positions in Å:
C  -0.76  0.56  -0.17
C  -1.03  0.30  -1.57
C  0.45  -0.11  0.47
O  -0.52  1.50  -1.22
Br  -2.81  0.20  -2.27
H  -1.63  0.73  0.69
H  -0.46  -0.38  -2.10
H  1.23  -0.15  -0.36
H  0.35  -1.08  0.63
H  0.92  0.52  1.32

The value obtained for the highest occupied orbital energy is -10.14 eV. The structure (SMILES) is C[C@H]1O[C@@H]1Br. Its LUMO energy is 0.978 eV. As for the total charge: 0.

---

Winner for stability: y

---

w.
Computed, not measured: a 2-piece molecular cluster, C3H5BrO overall, with ωB97M-V/def2-TZVPD.

Atoms and positions in Å:
C  -0.60  0.94  -2.30
C  -0.26  -0.08  0.71
C  1.07  -0.43  1.30
O  -0.44  0.31  -0.41
Br  -1.98  -0.33  1.70
H  -1.74  1.07  -2.41
H  -0.30  -0.05  -2.73
H  1.33  -1.48  1.25
H  1.25  -0.04  2.38
H  1.66  0.10  0.50

The value obtained for the highest occupied orbital energy is -8.24 eV. Its LUMO energy is 0.246 eV. As for the total charge: 0.

---

x.
Computed, not measured: a 2-piece molecular cluster, C3H5BrO overall, with ωB97M-V/def2-TZVPD.

Atoms and positions in Å:
C  -2.26  0.13  0.10
C  -1.14  -0.47  -0.17
C  2.40  -0.16  -0.61
O  1.91  0.98  -0.23
Br  3.77  -1.06  0.28
H  -3.07  0.37  -0.62
H  -2.30  0.46  1.16
H  -0.41  -0.65  0.59
H  -0.97  -0.93  -1.16
H  2.07  1.33  0.66

The value obtained for the highest occupied orbital energy is -8.83 eV. Its LUMO energy is 0.252 eV. As for the total charge: 0.

---

Winner for stability: x

---

w.
Computed, not measured: one molecule with the formula C7H7NO3, with ωB97M-V/def2-TZVPD.

Atoms and positions in Å:
C  1.88  0.64  -0.84
C  1.33  0.55  0.69
C  -1.03  1.27  0.24
C  -2.32  0.85  0.52
C  -2.89  -0.45  0.74
C  -2.03  -1.49  0.75
C  -0.58  -1.02  0.33
H  3.47  0.68  -1.93
H  1.74  1.44  1.43
H  1.95  -0.50  0.98
H  -0.86  2.46  0.20
H  -3.24  1.59  0.34
H  -4.10  -0.53  0.42
H  -2.03  -2.67  1.08
N  -0.13  0.29  0.48
O  3.25  0.55  -0.93
O  1.22  0.63  -1.89
O  0.27  -2.01  0.26

The value obtained for the highest occupied orbital energy is -8.40 eV. The structure (SMILES) is O=C(O)Cn1ccccc1=O. Its LUMO energy is 0.195 eV. As for the total charge: 0.

---

x.
Computed, not measured: one molecule with the formula C7H7NO3, with ωB97M-V/def2-TZVPD.

Atoms and positions in Å:
C  -2.36  2.44  -0.54
C  -1.33  0.52  0.49
C  -0.07  -0.36  0.42
C  -0.09  -1.51  1.22
C  1.99  -2.16  0.41
C  2.08  -1.07  -0.39
C  1.03  -0.16  -0.49
H  -3.46  2.20  -0.70
H  -2.31  2.70  0.61
H  -2.12  3.30  -1.19
H  -0.93  -1.81  1.93
H  2.79  -2.86  0.48
H  3.14  -0.43  -1.92
H  1.08  0.80  -1.11
N  0.90  -2.37  1.15
O  -1.44  1.28  -0.72
O  -2.22  0.43  1.41
O  3.31  -0.95  -1.07

The value obtained for the highest occupied orbital energy is -9.60 eV. The structure (SMILES) is COC(=O)c1cncc(O)c1. Its LUMO energy is -0.171 eV. As for the total charge: 0.

---

y.
Computed, not measured: one molecule with the formula C7H7NO3, with ωB97M-V/def2-TZVPD.

Atoms and positions in Å:
C  -1.92  0.82  1.04
C  -3.14  0.39  0.51
C  -0.96  0.40  0.08
C  -1.61  -0.25  -0.93
C  1.49  0.26  -0.11
C  1.07  -2.10  -0.35
C  2.68  1.13  0.09
N  0.33  0.68  0.24
O  -2.92  -0.24  -0.64
O  1.75  -1.04  -0.65
O  0.10  -2.20  0.33
H  -1.74  1.38  1.91
H  -4.18  0.62  0.86
H  1.61  -2.98  -0.75
H  3.40  0.49  0.61
H  2.33  2.11  0.49
H  3.04  1.22  -0.89
H  -1.34  -0.68  -1.86

The value obtained for the highest occupied orbital energy is -8.13 eV. The structure (SMILES) is C/C(=N/c1ccoc1)OC=O. Its LUMO energy is 0.818 eV. As for the total charge: 0.

---

Winner for stability: x

---

w.
Computed, not measured: a 9-piece molecular cluster, H17O9 overall, with ωB97M-V/def2-TZVPD.

Atoms and positions in Å:
O  -0.01  -0.60  0.20
H  0.64  0.04  0.07
O  2.32  1.99  -0.69
H  2.83  1.70  -0.05
H  2.59  2.91  -0.91
O  -1.85  -0.99  2.17
H  -1.38  -0.84  1.26
H  -2.66  -0.70  1.85
O  -2.12  2.48  0.36
H  -2.42  3.11  -0.25
H  -1.50  2.10  -0.08
O  -0.34  1.50  -1.53
H  0.45  1.70  -1.15
H  -0.10  0.73  -1.00
O  0.62  -1.23  -2.36
H  0.36  -1.04  -1.42
H  0.33  -0.50  -2.88
O  -2.48  -1.35  -0.64
H  -1.58  -1.51  -0.35
H  -2.58  -2.25  -0.67
O  1.52  -2.98  0.38
H  0.90  -2.35  0.30
H  2.15  -2.65  1.11
O  1.76  0.33  2.01
H  1.18  -0.16  1.39
H  1.35  0.56  2.86

The value obtained for the highest occupied orbital energy is -6.25 eV. Its LUMO energy is 2.944 eV. As for the total charge: -1.

---

x.
Computed, not measured: H17O9 as an isolated structure, with ωB97M-V/def2-TZVPD.

Atoms and positions in Å:
O  -1.83  -0.56  2.99
H  2.00  0.29  -1.54
H  0.83  -0.51  1.64
O  -0.31  1.38  1.09
H  -2.42  -0.20  -0.23
O  0.25  -2.64  -2.69
H  0.33  -1.77  -2.27
H  -0.28  -3.15  -2.06
O  -1.48  -0.19  -0.40
H  -0.60  -1.92  0.00
H  1.86  -1.61  1.87
O  1.60  -0.76  2.23
H  -1.71  -1.33  2.40
H  -1.30  3.35  -1.16
O  -0.06  -2.56  0.48
H  -0.21  3.15  -0.37
H  -0.84  2.15  1.30
O  2.55  0.54  -0.74
H  2.00  0.66  0.03
H  -1.13  0.59  0.53
O  0.17  0.97  -2.18
H  -0.45  0.55  -1.55
H  0.26  1.92  -2.09
O  -0.51  3.89  -0.92
H  -0.65  -2.84  1.18
H  -1.04  -0.01  2.96

The value obtained for the highest occupied orbital energy is -6.35 eV. Its LUMO energy is 3.031 eV. As for the total charge: -1.

---

Winner for stability: x

---

w.
Computed, not measured: a 2-piece molecular cluster, C3H10O2 overall, with ωB97M-V/def2-TZVPD.

Atoms and positions in Å:
C  0.19  0.66  0.01
C  -1.30  0.28  -0.02
C  -1.54  -0.87  0.95
O  -2.11  1.46  0.06
H  0.48  1.24  -0.89
H  0.33  1.38  0.85
H  0.88  -0.17  0.10
H  -1.48  -0.08  -1.05
H  -1.16  -1.83  0.50
H  -1.12  -0.57  1.90
H  -2.62  -1.00  1.04
H  -2.91  1.37  0.59
H  4.80  -0.73  -1.03
H  3.48  -0.93  -1.65
O  4.06  -0.21  -1.36

The value obtained for the highest occupied orbital energy is -10.02 eV. The structure (SMILES) is CC(C)O.O. Its LUMO energy is 0.783 eV. As for the total charge: 0.

---

x.
Computed, not measured: a 3-piece molecular cluster, C3H10O2 overall, with ωB97M-V/def2-TZVPD.

Atoms and positions in Å:
C  1.55  -0.70  1.07
C  1.36  0.18  -0.13
C  0.88  -0.25  -1.29
H  2.25  -0.23  1.77
H  1.91  -1.70  0.85
H  0.60  -0.79  1.61
H  1.40  1.25  0.03
H  0.64  0.47  -2.07
H  0.70  -1.30  -1.48
H  -2.01  2.69  0.95
H  -0.67  1.91  0.72
O  -1.55  2.05  0.38
H  -2.26  -0.45  -0.53
H  -2.30  -1.98  -0.72
O  -2.50  -1.15  -1.15

The value obtained for the highest occupied orbital energy is -9.70 eV. The structure (SMILES) is C=CC.O.O. Its LUMO energy is 0.681 eV. As for the total charge: 0.

---

Winner for stability: w

---

w.
Computed, not measured: a 3-piece molecular cluster, C3H10O2 overall, with ωB97M-V/def2-TZVPD.

Atoms and positions in Å:
C  -1.20  -1.01  -1.13
C  -1.28  0.11  -0.16
C  -2.43  0.66  0.25
H  -0.77  -1.96  -0.80
H  -2.13  -1.21  -1.67
H  -0.50  -0.79  -1.96
H  -0.35  0.52  0.18
H  -2.42  1.43  1.00
H  -3.35  0.27  -0.17
H  2.95  -1.11  2.56
H  2.31  -0.83  1.15
O  2.16  -0.84  2.09
H  1.89  2.00  -1.35
H  1.76  0.60  -1.77
O  1.65  1.15  -1.01

The value obtained for the highest occupied orbital energy is -9.26 eV. The structure (SMILES) is C=CC.O.O. Its LUMO energy is 0.588 eV. As for the total charge: 0.

---

x.
Computed, not measured: a 2-piece molecular cluster, C3H10O2 overall, with ωB97M-V/def2-TZVPD.

Atoms and positions in Å:
C  2.70  -0.03  0.09
O  1.88  0.83  0.92
H  2.55  1.48  1.18
H  3.11  -0.81  0.75
H  3.63  0.46  -0.23
H  2.06  -0.27  -0.75
C  -1.46  -0.84  -0.18
C  -2.53  0.21  -0.21
O  -0.22  -0.18  -0.52
H  -1.31  -1.33  0.80
H  -1.53  -1.66  -0.91
H  -2.37  1.16  0.31
H  -0.26  0.73  -0.24
H  -3.46  -0.17  0.24
H  -2.79  0.42  -1.25

The value obtained for the highest occupied orbital energy is -9.89 eV. The structure (SMILES) is CCO.CO. Its LUMO energy is 0.963 eV. As for the total charge: 0.

---

y.
Computed, not measured: a 2-piece molecular cluster, C3H10O2 overall, with ωB97M-V/def2-TZVPD.

Atoms and positions in Å:
C  -2.74  0.52  -0.59
O  -2.09  -0.45  0.22
H  -2.42  1.55  -0.39
H  -3.83  0.44  -0.45
H  -2.54  0.33  -1.62
H  -1.97  -0.07  1.10
C  1.08  -0.35  0.02
O  0.59  -0.36  1.35
C  2.57  -0.08  -0.12
H  0.54  0.47  -0.44
H  0.76  -1.26  -0.51
H  1.24  -0.79  1.91
H  2.80  0.79  0.49
H  2.77  0.14  -1.17
H  3.23  -0.87  0.21

The value obtained for the highest occupied orbital energy is -10.05 eV. The structure (SMILES) is CCO.CO. Its LUMO energy is 0.958 eV. As for the total charge: 0.

---

Winner for stability: y